Molecular formula: C5H7OP
Method: DFT, the ωB97M-V functional and the def2-TZVPD basis

Properties
- energy relative to the best compared isomer or geometry (same formula, charge and spin) (kJ/mol) = 179.2
- M (g mol⁻¹) = 114.08
- frontier orbital gap (eV) = 10.2
- E_tot (Ha) = -611.2182
- E_LUMO (hartree) = 0.039
- spin multiplicity = 1
- HOMO level (eV) = -9.15

```
14
C5H7OP | OMol25 | the ωB97M-V functional and the def2-TZVPD basis
C -0.737 1.527 -0.260
C 0.358 0.840 -0.564
C -1.852 0.760 0.382
C 0.252 -0.599 -0.295
C 1.925 -1.418 0.296
O -0.695 -1.308 -1.014
P -1.288 -1.038 0.532
H -0.859 2.582 -0.448
H 1.255 1.256 -0.989
H -2.021 1.117 1.403
H -2.793 0.875 -0.161
H 1.751 -1.663 1.327
H 2.660 -0.651 0.134
H 2.044 -2.278 -0.342
```

natural (NBO) atomic charge list, values in e, 4 entries: atom 1 (C): -0.147, atom 2 (C): -0.267, atom 3 (C): -0.770, atom 4 (C): 0.026


Molecular formula: C5H7N
Method: DFT, the ωB97M-V functional and the def2-TZVPD basis

Properties
- energy relative to the best compared isomer or geometry (same formula, charge and spin) (kJ/mol) = 401.6
- M (g mol⁻¹) = 81.12
- frontier orbital gap (eV) = 9.1
- E_tot (Ha) = -249.3203
- E_LUMO (hartree) = 0.020
- spin multiplicity = 1
- HOMO level (eV) = -8.54

```
13
C5H7N | OMol25 | the ωB97M-V functional and the def2-TZVPD basis
C 0.780 -1.393 0.239
C 0.031 -0.204 0.764
C -1.277 0.230 0.199
C -0.169 1.546 -1.760
N 0.035 0.263 1.981
C -0.584 0.944 -0.675
H 0.446 -0.400 2.644
H -2.173 0.474 0.748
H 0.275 -2.318 0.551
H 0.805 -1.365 -0.853
H 1.805 -1.404 0.623
H -0.641 1.397 -2.719
H 0.668 2.230 -1.742
```

natural (NBO) atomic charge list, values in e, 4 entries: atom 1 (C): -0.676, atom 2 (C): 0.281, atom 3 (C): -0.297, atom 4 (C): -0.515